Record 1
Entry from the Open Molecules 2025 dataset: a structure of composition C47H79N7O18S3 at a distorted geometry (ωB97M-V/def2-TZVPD).

```
154
C47H79N7O18S3 ωB97M-V/def2-TZVPD
C 0.498 4.094 -5.837
C 1.763 4.610 -5.179
C 1.495 5.671 -4.071
O 0.165 5.617 -3.549
C -0.020 4.603 -2.650
O -0.893 3.790 -2.814
C 0.901 4.503 -1.415
S -0.136 4.301 0.047
C 0.841 3.600 1.442
C 0.980 4.562 2.631
C 1.883 5.774 2.474
C 1.953 6.611 1.384
C 2.796 7.693 1.324
C 3.619 7.979 2.390
C 3.526 7.173 3.500
C 2.687 6.096 3.557
O -0.129 2.617 1.958
S -0.082 1.416 0.811
O -0.014 0.243 1.620
O -1.178 1.305 -0.085
O 1.356 1.819 0.084
C 2.035 2.591 1.123
C 3.195 3.337 0.417
C 4.633 3.197 0.956
C 4.998 4.069 2.172
O 4.601 3.557 3.414
O 2.230 1.957 2.341
C 3.042 0.803 2.367
O 3.839 0.721 3.272
C 2.956 -0.332 1.388
C 2.362 -1.516 1.685
C 2.337 -2.538 0.771
C 2.878 -2.407 -0.478
C 3.502 -1.184 -0.809
C 3.529 -0.203 0.136
O 2.522 5.275 -6.221
C 3.775 5.604 -5.787
O 4.057 6.723 -5.423
C 4.892 4.538 -5.804
S 5.922 4.659 -4.306
H -0.138 4.887 -6.236
H 0.810 3.492 -6.701
H -0.074 3.423 -5.195
H 2.334 3.756 -4.790
H 2.267 5.630 -3.293
H 1.598 6.642 -4.560
H 1.537 5.396 -1.378
H 1.575 3.667 -1.617
H 1.262 4.003 3.527
H -0.034 4.940 2.825
H 1.323 6.436 0.519
H 2.830 8.303 0.427
H 4.299 8.819 2.312
H 4.177 7.405 4.338
H 2.674 5.508 4.469
H 2.969 4.406 0.354
H 3.209 2.980 -0.618
H 4.946 2.172 1.180
H 5.300 3.526 0.147
H 6.093 4.116 2.204
H 4.659 5.097 1.967
H 3.648 3.609 3.529
H 1.927 -1.657 2.671
H 1.878 -3.490 1.018
H 2.838 -3.201 -1.211
H 3.952 -1.003 -1.776
H 3.999 0.746 -0.117
H 4.511 3.526 -5.940
H 5.531 4.817 -6.647
H 6.381 5.928 -4.343
C -0.567 -1.429 -1.763
C -0.456 -1.993 -3.157
O 0.547 -1.850 -3.844
N -1.525 -2.680 -3.642
C -2.790 -2.952 -2.983
H 0.355 -0.912 -1.512
H -1.391 -0.717 -1.705
H -0.718 -2.236 -1.044
H -1.387 -3.029 -4.577
H -2.925 -4.033 -2.923
H -3.596 -2.529 -3.585
H -2.827 -2.530 -1.984
C 4.080 -3.739 -4.218
C 5.159 -3.982 -3.189
O 5.267 -3.293 -2.187
N 6.024 -5.008 -3.413
C 6.053 -5.927 -4.535
H 3.470 -2.895 -3.907
H 4.525 -3.507 -5.187
H 3.437 -4.615 -4.308
H 6.716 -5.114 -2.689
H 5.936 -6.948 -4.165
H 7.018 -5.847 -5.039
H 5.263 -5.715 -5.246
C 2.810 -2.484 7.622
C 2.934 -2.119 6.165
O 2.436 -2.807 5.280
N 3.615 -0.991 5.841
C 4.269 -0.050 6.726
H 2.239 -3.401 7.713
H 3.798 -2.641 8.060
H 2.284 -1.695 8.162
H 3.647 -0.816 4.848
H 3.829 0.939 6.585
H 5.329 0.003 6.471
H 4.166 -0.343 7.766
C -7.967 -1.336 -4.233
C -6.922 -2.062 -5.042
O -6.760 -3.271 -4.962
N -6.148 -1.325 -5.881
C -6.190 0.108 -6.113
H -8.500 -2.054 -3.617
H -7.498 -0.598 -3.581
H -8.684 -0.846 -4.894
H -5.473 -1.873 -6.390
H -6.398 0.293 -7.168
H -5.218 0.539 -5.866
H -6.954 0.588 -5.511
C -0.537 -5.837 9.839
C -0.034 -4.866 8.799
O 0.946 -4.153 8.988
N -0.702 -4.798 7.625
C -1.878 -5.541 7.203
H 0.099 -5.775 10.718
H -1.558 -5.586 10.130
H -0.502 -6.856 9.454
H -0.304 -4.133 6.977
H -1.630 -6.107 6.303
H -2.665 -4.828 6.967
H -2.223 -6.225 7.972
C -9.439 -4.644 -6.832
C -10.618 -3.797 -6.424
O -10.783 -2.662 -6.846
N -11.510 -4.341 -5.553
C -11.482 -5.659 -4.948
H -8.817 -4.081 -7.522
H -8.841 -4.898 -5.956
H -9.778 -5.553 -7.331
H -12.272 -3.723 -5.322
H -12.390 -6.199 -5.224
H -11.454 -5.554 -3.862
H -10.618 -6.228 -5.271
C -2.704 -1.638 4.453
C -3.481 -2.182 5.626
O -3.524 -3.379 5.878
N -4.143 -1.293 6.410
C -4.207 0.150 6.271
H -2.233 -2.461 3.925
H -3.371 -1.120 3.763
H -1.925 -0.955 4.796
H -4.639 -1.723 7.174
H -3.812 0.614 7.176
H -5.249 0.451 6.149
H -3.635 0.494 5.416
```

Results
* LUMO energy: 0.0061 Ha
* HOMO-LUMO gap: 0.3242 hartree
* charge: 0
* calculated total energy: -4770.4822 Eh
* E_HOMO: -0.31809 Eh

***

Record 2
Entry from the Open Molecules 2025 dataset: a cluster of 17 separate species, C47H81BCl32O5 in total at a distorted geometry (ωB97M-V/def2-TZVPD).

```
166
C47H81BCl32O5 ωB97M-V/def2-TZVPD
C -0.767 2.892 -1.926
O -0.809 1.488 -2.106
C -2.173 1.089 -2.059
C -2.302 -0.374 -1.588
C -1.864 -1.429 -2.663
C -1.473 -0.862 -4.012
C -2.418 -0.692 -5.024
C -2.077 -0.210 -6.271
C -0.762 0.132 -6.577
C 0.190 -0.013 -5.571
C 1.636 0.359 -5.875
C -0.169 -0.499 -4.323
O -3.642 -0.548 -1.153
C -3.745 -1.248 0.099
C -4.206 -0.325 1.236
C -4.157 -1.030 2.615
O -3.889 -0.029 3.578
C -3.377 -0.571 4.787
C -1.848 -0.822 4.684
O -1.084 0.174 5.378
C -0.353 0.936 4.475
C 0.704 0.358 3.776
C 1.409 1.092 2.845
C 1.138 2.446 2.557
C 1.895 3.274 1.483
C 2.124 2.372 0.245
C 0.889 4.380 1.017
C 3.141 4.053 2.012
C 4.527 3.371 1.979
C 5.446 4.256 2.898
C 5.210 3.429 0.569
C 4.594 1.960 2.581
C 0.092 2.998 3.294
C -0.627 2.259 4.230
B -4.879 -2.373 -0.182
C -4.511 -3.877 -0.524
O -6.225 -1.981 -0.093
H -1.355 3.456 -2.671
H 0.275 3.243 -1.991
H -1.112 3.172 -0.915
H -2.706 1.701 -1.305
H -2.684 1.275 -3.020
H -1.577 -0.453 -0.759
H -0.997 -1.994 -2.283
H -2.690 -2.149 -2.774
H -3.471 -0.943 -4.862
H -2.805 -0.065 -7.058
H -0.478 0.489 -7.567
H 2.312 -0.133 -5.160
H 1.939 0.061 -6.887
H 1.764 1.450 -5.796
H 0.615 -0.618 -3.570
H -2.830 -1.801 0.368
H -5.198 0.106 1.059
H -3.492 0.515 1.321
H -3.387 -1.827 2.610
H -5.152 -1.498 2.758
H -3.878 -1.529 5.003
H -3.531 0.163 5.588
H -1.624 -0.870 3.608
H -1.568 -1.797 5.114
H 0.992 -0.683 3.946
H 2.208 0.566 2.317
H 1.183 1.824 0.067
H 2.310 2.942 -0.680
H 2.930 1.634 0.349
H 1.293 4.925 0.152
H 0.797 5.120 1.832
H -0.119 3.986 0.845
H 2.916 4.384 3.041
H 3.234 4.982 1.421
H 6.520 4.057 2.703
H 5.206 5.313 2.699
H 5.267 4.037 3.964
H 5.155 2.427 0.112
H 4.668 4.098 -0.116
H 6.264 3.720 0.626
H 5.631 1.809 2.930
H 4.399 1.153 1.872
H 3.977 1.849 3.486
H -0.229 4.031 3.181
H -1.463 2.705 4.776
H -5.278 -4.222 -1.245
H -4.610 -4.489 0.388
H -3.503 -3.968 -0.954
H -6.531 -1.750 -0.982
C -4.714 -6.451 -3.911
Cl -3.282 -5.418 -3.826
Cl -6.122 -5.671 -3.182
H -4.932 -6.660 -4.953
H -4.513 -7.374 -3.379
C -7.205 -6.317 2.213
Cl -6.877 -6.127 0.487
Cl -5.740 -6.182 3.192
H -7.898 -5.543 2.526
H -7.644 -7.295 2.374
C 3.491 -2.733 2.801
Cl 3.662 -2.235 4.489
Cl 3.567 -1.341 1.716
H 4.296 -3.417 2.553
H 2.533 -3.226 2.674
C 6.636 -0.488 -1.710
Cl 5.432 -0.482 -0.420
Cl 5.911 -0.063 -3.269
H 7.406 0.238 -1.473
H 7.069 -1.480 -1.785
C -9.795 -5.262 -3.171
Cl -10.179 -6.988 -3.201
Cl -10.899 -4.368 -2.117
H -8.783 -5.137 -2.803
H -9.876 -4.866 -4.180
C -7.077 -2.974 5.194
Cl -7.017 -2.273 6.814
Cl -8.152 -4.374 5.137
H -7.441 -2.224 4.500
H -6.078 -3.292 4.910
C -2.551 -2.416 -9.553
Cl -2.651 -2.295 -7.792
Cl -2.709 -0.825 -10.317
H -1.589 -2.838 -9.821
H -3.354 -3.056 -9.908
C 9.385 5.101 0.944
Cl 9.171 3.348 0.797
Cl 8.325 5.793 2.176
H 10.415 5.304 1.216
H 9.156 5.560 -0.012
C 2.684 -3.319 7.942
Cl 3.212 -2.782 9.542
Cl 3.499 -4.810 7.455
H 1.614 -3.496 7.967
H 2.915 -2.543 7.221
C 5.805 -0.500 10.128
Cl 5.980 0.035 11.805
Cl 5.872 0.860 9.001
H 6.611 -1.188 9.894
H 4.847 -0.997 10.017
C 8.886 2.097 4.318
Cl 8.978 3.273 5.633
Cl 7.694 0.837 4.657
H 8.603 2.614 3.408
H 9.859 1.634 4.197
C -3.445 5.830 -2.089
Cl -2.189 5.863 -0.844
Cl -2.858 5.126 -3.604
H -4.279 5.238 -1.730
H -3.766 6.848 -2.282
C 10.311 6.489 6.622
Cl 10.394 6.773 4.880
Cl 11.887 6.702 7.394
H 9.611 7.194 7.056
H 9.972 5.475 6.793
C -7.701 -3.695 -6.767
Cl -6.908 -5.204 -6.301
Cl -9.075 -3.329 -5.714
H -6.983 -2.886 -6.698
H -8.060 -3.789 -7.787
C -5.042 -4.663 -12.345
Cl -5.139 -4.543 -10.581
Cl -5.195 -3.081 -13.111
H -4.081 -5.090 -12.612
H -5.844 -5.303 -12.694
C 5.338 3.436 -4.198
Cl 6.761 4.488 -4.187
Cl 4.012 4.128 -3.255
H 5.007 3.306 -5.222
H 5.610 2.479 -3.767
```

Results
* LUMO energy: 0.0039 Ha
* HOMO-LUMO gap: 0.3152 hartree
* charge: 0
* calculated total energy: -16966.5390 Eh
* E_HOMO: -0.31128 Eh

***

Record 3
Entry from the Open Molecules 2025 dataset: a cluster of 5 separate species, C47H89F2N6O9PSSi in total at a distorted geometry (ωB97M-V/def2-TZVPD).

```
156
C47H89F2N6O9PSSi ωB97M-V/def2-TZVPD
C 0.079 1.807 0.976
C -0.077 2.197 -0.291
C -1.391 1.855 -0.988
C -1.633 2.512 -2.384
C -0.348 2.256 -3.227
O -0.195 0.867 -3.345
C 0.547 0.515 -4.481
C 0.942 -1.001 -4.358
C 0.763 -1.592 -2.969
C -0.121 -2.676 -2.838
C -0.343 -3.324 -1.620
C 0.349 -2.869 -0.490
C 1.212 -1.769 -0.588
C 1.906 -1.305 0.686
C 1.424 -1.132 -1.822
N -0.217 0.731 -5.702
C 0.605 0.652 -6.921
C -0.077 -0.264 -7.963
C 0.390 -1.747 -7.917
C -0.750 -2.716 -7.520
O -2.654 1.832 -3.107
C -3.962 2.250 -2.914
N -4.431 2.216 -1.510
C -4.533 1.096 -1.011
O -4.467 0.027 -0.577
C -4.831 1.361 -3.850
F -4.545 1.839 -5.113
F -4.421 0.078 -3.853
C -6.338 1.529 -3.656
C -7.038 0.328 -2.963
Si -7.909 -0.892 -4.132
C -7.170 -2.621 -3.789
C -7.652 -0.542 -5.963
C -9.737 -1.004 -3.642
C -10.444 0.012 -2.985
C -11.791 -0.108 -2.607
C -12.454 -1.302 -2.907
C -11.790 -2.337 -3.579
C -10.446 -2.199 -3.933
P -1.778 4.357 -2.252
O -2.949 4.813 -1.194
O -2.308 4.932 -3.691
S -0.147 5.273 -1.779
H -0.753 1.476 1.597
H 1.063 1.788 1.440
H 0.760 2.706 -0.755
H -1.521 0.771 -1.039
H -2.189 2.216 -0.317
H 0.526 2.792 -2.849
H -0.566 2.679 -4.225
H 1.463 1.125 -4.553
H 1.995 -1.091 -4.660
H 0.301 -1.557 -5.045
H -0.661 -3.031 -3.715
H -1.041 -4.156 -1.590
H 0.194 -3.386 0.454
H 1.788 -0.228 0.832
H 2.985 -1.507 0.656
H 1.506 -1.873 1.531
H 2.096 -0.279 -1.893
H -1.013 0.108 -5.733
H 1.632 0.318 -6.713
H 0.667 1.657 -7.365
H 0.119 0.156 -8.960
H -1.168 -0.228 -7.841
H 1.175 -1.821 -7.153
H 0.822 -2.073 -8.867
H -1.526 -2.214 -6.926
H -0.386 -3.549 -6.906
H -1.249 -3.140 -8.399
H -4.166 3.265 -3.282
H -6.492 2.444 -3.072
H -6.802 1.719 -4.629
H -6.384 -0.256 -2.307
H -7.812 0.752 -2.308
H -6.289 -2.469 -3.145
H -6.799 -3.116 -4.691
H -7.846 -3.252 -3.202
H -8.275 0.281 -6.338
H -6.601 -0.422 -6.248
H -8.012 -1.433 -6.501
H -9.957 0.956 -2.738
H -12.293 0.694 -2.075
H -13.497 -1.414 -2.623
H -12.304 -3.267 -3.810
H -9.890 -2.986 -4.436
H -3.056 4.145 -0.502
H -2.848 5.714 -3.509
C 7.739 0.756 -5.555
O 6.805 0.912 -4.502
C 5.697 1.739 -4.801
C 4.575 1.047 -5.592
C 4.895 0.853 -7.071
N 4.220 -0.253 -5.010
H 7.837 1.667 -6.151
H 7.469 -0.086 -6.195
H 8.707 0.531 -5.108
H 5.288 2.038 -3.832
H 6.027 2.659 -5.302
H 3.695 1.696 -5.534
H 5.579 0.023 -7.241
H 3.983 0.631 -7.627
H 5.335 1.755 -7.501
H 3.901 -0.106 -4.054
H 5.081 -0.782 -4.899
C 3.665 0.215 4.479
O 4.105 -0.738 3.526
C 5.108 -1.619 3.992
C 4.585 -2.794 4.832
C 4.192 -2.401 6.253
N 3.446 -3.460 4.190
H 4.474 0.546 5.134
H 2.838 -0.184 5.071
H 3.287 1.082 3.935
H 5.575 -2.030 3.091
H 5.890 -1.064 4.526
H 5.400 -3.521 4.910
H 3.229 -1.893 6.294
H 4.106 -3.288 6.881
H 4.945 -1.747 6.701
H 3.741 -3.820 3.286
H 2.767 -2.740 3.957
C 1.374 -3.889 9.943
O 2.533 -3.253 9.434
C 2.904 -2.067 10.114
C 3.687 -2.299 11.416
C 2.819 -2.759 12.583
N 4.780 -3.259 11.232
H 0.638 -3.167 10.306
H 1.632 -4.596 10.735
H 0.927 -4.460 9.130
H 3.556 -1.527 9.421
H 2.026 -1.429 10.283
H 4.126 -1.337 11.700
H 2.554 -3.813 12.511
H 3.355 -2.631 13.523
H 1.897 -2.176 12.643
H 5.423 -2.898 10.532
H 4.386 -4.089 10.797
C 4.713 3.563 6.024
O 4.195 2.489 6.789
C 3.933 2.794 8.147
C 2.600 3.518 8.398
C 2.623 4.995 8.019
N 1.486 2.867 7.701
H 5.373 4.204 6.615
H 3.907 4.154 5.584
H 5.291 3.137 5.203
H 3.889 1.827 8.656
H 4.775 3.344 8.586
H 2.404 3.462 9.473
H 2.546 5.148 6.943
H 1.776 5.511 8.473
H 3.537 5.479 8.371
H 1.399 1.911 8.036
H 1.756 2.760 6.726
```

Results
* SMILES string: C=CC[C@@](CO[C@@H](Cc1cccc(C)c1)NCCCC)(O[C@H](N=C=O)C(F)(F)CC[Si](C)(C)c1ccccc1)P(O)(O)=S.COC[C@@H](C)N.COC[C@@H](C)N.COC[C@@H](C)N.COC[C@@H](C)N
* LUMO energy: 0.0158 Ha
* HOMO-LUMO gap: 0.3195 hartree
* charge: 0
* calculated total energy: -4078.6746 Eh
* E_HOMO: -0.30374 Eh